Entry 1:
Here is C38H63BI2N9O4STl as an isolated structure from the OMol25 dataset. Energies are from wB97M-V/def2-TZVPD.

Structure (XYZ):
```
119
Properties=species:S:1:pos:R:3:forces:R:3
Tl 0.81948 -0.39412 -0.36527 0.1679 0.0917 -0.0975
C 2.10064 2.93813 -3.15187 0.0986 -0.0354 0.0356
C 0.69583 2.45244 -3.18054 0.0530 -0.0939 0.0741
C 0.03589 1.79741 -4.19536 0.0168 -0.0316 0.0424
C -1.26276 1.58809 -3.68935 -0.0438 0.0056 0.0489
N -1.36730 2.06335 -2.46282 -0.0336 0.1506 -0.0482
N -0.16210 2.59909 -2.14326 -0.0516 -0.1320 0.0780
B -0.04228 3.60089 -0.94258 -0.0056 -0.0307 0.1587
N -1.45987 3.87232 -0.41008 -0.0235 0.0825 0.0040
N -2.17410 2.94211 0.25661 -0.0132 0.0345 0.0210
C -3.37962 3.44667 0.43552 -0.0061 -0.0341 -0.0108
C -3.46906 4.73492 -0.13394 0.0061 0.0164 0.0086
C -2.21635 4.96268 -0.66647 0.0115 -0.0136 -0.0217
C -1.72556 6.15906 -1.41518 -0.0171 0.0139 -0.0035
C -4.43156 2.63284 1.15474 -0.0290 0.0099 -0.0183
C -4.65439 1.32120 0.39459 0.0177 -0.0192 -0.0024
C -5.74539 3.41095 1.22561 0.0146 -0.0031 0.0229
C -3.95143 2.31098 2.57371 -0.0164 -0.0446 -0.0252
N 0.92482 3.27491 0.25764 0.1003 -0.1031 -0.0467
N 0.50056 2.56048 1.34415 0.1471 0.2108 -0.0031
C 1.26357 2.92402 2.36528 -0.2370 -0.0479 0.0502
C 2.23304 3.85200 1.94815 0.1234 -0.0177 -0.0576
C 1.98323 4.05669 0.61176 -0.1254 0.0227 0.0578
C 2.69948 5.03394 -0.26158 -0.0040 0.0047 0.0222
C 0.92431 2.54059 3.79805 -0.0082 0.0145 -0.0561
C 1.37107 1.12817 4.16320 0.1212 -0.0588 -0.0480
C 1.61368 3.51754 4.75611 -0.0332 0.0075 0.0219
C -0.59451 2.65545 3.97972 0.0386 -0.0520 -0.0329
C -2.44988 0.98640 -4.40148 -0.0053 0.0679 0.0297
C -2.72460 1.79134 -5.67946 -0.0025 0.0211 0.0183
C -3.68495 1.03116 -3.50430 -0.0044 -0.0531 0.0179
C -2.13816 -0.45817 -4.78583 -0.0117 -0.1253 -0.0467
H 2.58263 2.71745 -4.10486 0.0079 -0.0032 0.0198
H 2.13836 4.01425 -2.98320 0.0127 0.0724 0.0151
H 2.67324 2.45042 -2.35949 0.0275 0.0272 0.0358
H 0.44823 1.50186 -5.14706 0.0165 0.0098 -0.0099
H 0.39240 4.62391 -1.40777 0.0077 0.0388 -0.0509
H -4.31057 5.40841 -0.15851 -0.0065 0.0122 0.0011
H -2.52571 6.89915 -1.46890 0.0083 0.0022 -0.0026
H -0.86282 6.61751 -0.92816 -0.0022 -0.0013 0.0057
H -1.42474 5.90157 -2.43218 -0.0005 -0.0092 -0.0079
H -5.34339 0.67158 0.94488 -0.0068 -0.0097 -0.0081
H -5.06915 1.51613 -0.59684 -0.0083 0.0170 -0.0272
H -3.70479 0.80175 0.26979 -0.0016 -0.0221 0.0284
H -6.11433 3.65067 0.22563 0.0027 -0.0015 -0.0072
H -6.50583 2.81375 1.73644 -0.0079 -0.0013 -0.0007
H -5.62046 4.34671 1.77615 0.0017 0.0099 0.0092
H -3.05203 1.69712 2.53407 -0.0425 0.0164 -0.0399
H -3.72207 3.22697 3.12405 0.0075 -0.0096 0.0046
H -4.72092 1.75482 3.11947 -0.0230 -0.0008 0.0139
H 3.00752 4.32490 2.52973 -0.0100 0.0349 -0.0001
H 3.46461 5.53099 0.33741 -0.0044 -0.0049 -0.0075
H 3.19444 4.55505 -1.10213 0.0411 -0.0703 -0.1107
H 2.02612 5.79292 -0.66035 -0.0062 0.0045 -0.0241
H 2.45436 1.01951 4.07316 0.0250 0.0313 0.0240
H 1.07922 0.90332 5.19448 0.0316 -0.0267 -0.0110
H 0.95077 0.37613 3.50507 -0.0927 -0.1267 -0.1233
H 2.70093 3.44328 4.67981 0.0038 -0.0039 0.0076
H 1.32386 4.55083 4.55102 -0.0003 -0.0101 -0.0080
H 1.33362 3.27670 5.78539 -0.0017 0.0066 0.0079
H -1.11544 2.08375 3.21173 0.0716 0.0132 0.0423
H -0.88731 2.28393 4.96674 -0.0063 0.0140 0.0206
H -0.92042 3.69437 3.88388 -0.0078 -0.0053 -0.0391
H -2.91135 2.84010 -5.43971 -0.0125 0.0014 0.0076
H -1.87257 1.74787 -6.36119 0.0144 0.0054 0.0063
H -3.60012 1.39073 -6.19947 -0.0046 -0.0041 -0.0115
H -3.88835 2.04720 -3.16513 -0.0062 0.0145 -0.0200
H -4.55314 0.64896 -4.05077 -0.0052 -0.0084 0.0022
H -3.53580 0.42487 -2.61096 0.0101 -0.0004 0.0260
H -1.23834 -0.51272 -5.40101 0.0139 -0.0111 -0.0233
H -1.96635 -1.06459 -3.89758 0.0235 -0.0496 0.0692
H -2.96733 -0.89897 -5.34868 -0.0055 0.0017 -0.0011
I -1.12716 -3.69281 -1.20094 0.0591 0.0130 -0.0899
C 0.59158 -4.62439 -2.03828 -0.0071 -0.0488 0.1540
I 0.64950 -4.71512 -4.15343 -0.0546 0.0656 -0.0049
H 0.59813 -5.64680 -1.68343 0.0328 0.0275 0.0249
H 1.44259 -4.03593 -1.68219 0.0011 0.0504 -0.0638
C 6.21021 2.88287 0.92604 0.0016 0.0415 -0.0052
C 5.59836 1.60586 0.41711 -0.0119 -0.0038 -0.0037
C 5.37617 1.40161 -0.93730 -0.0480 0.0207 -0.0370
C 4.82010 0.21361 -1.40321 -0.0638 0.0126 -0.0115
C 4.49090 -0.79165 -0.51037 0.0101 -0.0546 0.0477
C 4.71432 -0.60088 0.84960 -0.0539 -0.0036 -0.0046
C 5.25198 0.58803 1.30369 0.0090 0.0164 0.0086
S 3.85390 -2.36872 -1.09420 -0.1174 -0.1647 -0.1008
O 3.68741 -2.18249 -2.52370 0.0913 0.0387 -0.0295
O 4.88127 -3.30620 -0.65689 -0.0610 -0.0085 -0.0162
N 2.44651 -2.65522 -0.47549 0.1045 0.2503 0.1114
C 2.37676 -3.25752 0.84281 -0.0330 -0.1007 -0.0538
C 1.80192 -2.35972 1.95066 -0.1030 -0.0582 0.1846
O 1.33801 -2.94093 2.95008 -0.0409 0.0300 -0.0063
O 1.80614 -1.10210 1.77231 -0.1012 -0.0056 -0.1178
H 6.10084 3.68875 0.19948 -0.0130 0.0124 -0.0086
H 7.27847 2.75773 1.12513 0.0006 -0.0104 0.0027
H 5.73586 3.19893 1.85622 -0.0242 0.0061 -0.0044
H 5.63206 2.18658 -1.64210 -0.0186 0.0045 -0.0108
H 4.63422 0.05161 -2.45712 0.0097 0.0077 0.0017
H 4.44232 -1.37180 1.55466 -0.0035 -0.0437 0.0157
H 5.39614 0.73563 2.36875 -0.0115 0.0059 0.0015
H 3.34394 -3.64652 1.18207 0.0075 0.0361 0.0305
H 1.70525 -4.12433 0.81441 0.0249 -0.0285 -0.0375
C -4.27019 -2.02005 3.39792 -0.0006 0.0105 -0.0087
C -2.75280 -2.02622 3.24118 0.0480 -0.0634 -0.0698
C -2.10198 -1.26101 4.39028 -0.0749 0.0217 0.0059
C -2.23138 -3.46964 3.21725 0.0296 0.0394 0.0384
N -2.47828 -1.31136 1.97979 0.0311 0.0951 0.0443
N -1.10268 -1.09022 1.69418 0.0508 -0.1243 0.0465
H -4.56364 -2.50225 4.33303 -0.0039 -0.0172 -0.0002
H -4.74596 -2.56108 2.57507 -0.0028 0.0012 -0.0175
H -4.64198 -0.99466 3.38989 -0.0034 0.0143 0.0152
H -2.42176 -1.68934 5.34330 0.0137 -0.0014 0.0068
H -2.40079 -0.21042 4.36197 0.0048 0.0110 -0.0038
H -1.01410 -1.32056 4.34188 0.0138 -0.0005 -0.0058
H -2.48570 -3.98675 4.14695 -0.0150 0.0056 -0.0018
H -1.14433 -3.50059 3.11717 0.0308 -0.0141 -0.0237
H -2.67798 -4.02251 2.38557 -0.0016 -0.0034 0.0004
H -2.85488 -1.84695 1.20459 -0.0413 0.0159 0.0189
H -0.51780 -1.82998 2.08110 0.0777 0.0306 0.0518
H -0.81043 -0.22834 2.14445 -0.0519 0.0590 -0.0800
```
Positions in Å, forces in eV/Å.

The calculation puts the energy above the lowest of the compared OMol25 structures with the same formula, charge and spin at 5.5 kcal/mol. The charge is -2. The value obtained for the gap between HOMO and LUMO is 6.80 eV.

***

Entry 2:
Here is one molecule with the formula C9H16O in a non-equilibrium geometry from the OMol25 dataset. Energies are from wB97M-V/def2-TZVPD.

Structure (XYZ):
```
26
Properties=species:S:1:pos:R:3:forces:R:3
C -0.16910 -0.19311 -0.43425 2.6864 1.2775 1.6873
C 1.04464 0.52747 0.52593 -1.1004 -1.0944 -1.3654
C 0.09637 0.11645 -1.90984 0.0260 -0.0534 0.2504
C -0.17280 -1.70337 -0.19091 -0.0233 0.2030 -0.0169
C 0.92380 0.11190 1.98572 -0.1119 0.0682 -0.1303
C 2.43938 0.21349 0.00090 -0.1135 0.1510 0.0339
C -1.43433 0.43822 -0.01593 -3.2145 -1.1236 -1.2872
C -2.75368 -0.32180 -0.62726 1.1222 1.2217 0.7971
C -1.72989 1.55154 0.63989 0.0473 -0.1591 -0.0489
O -3.87900 -0.01969 -0.32959 0.3799 -0.1279 -0.0400
H 0.89958 1.60670 0.43608 -0.1196 -0.0562 -0.0491
H -2.58037 -1.11993 -1.38369 0.1430 0.1822 0.2628
H -0.64171 -1.94574 0.75949 0.0051 -0.0890 0.1013
H 0.22468 1.18585 -2.06316 0.0279 0.0919 -0.0346
H 0.98796 -0.40400 -2.25208 0.0760 -0.0301 -0.0669
H -0.73837 -0.21655 -2.52486 -0.0745 -0.0151 -0.0910
H 0.84560 -2.08545 -0.18706 0.0674 -0.0692 0.0063
H -0.70809 -2.22547 -0.98110 -0.0620 -0.0868 -0.0443
H 3.18816 0.64711 0.66626 0.0307 -0.0251 0.0208
H -0.08451 0.26019 2.36548 -0.0475 -0.0287 0.0733
H 1.18624 -0.93728 2.10970 0.0210 -0.1153 0.0309
H 1.60668 0.69466 2.60637 0.0244 0.0150 -0.0152
H 2.60258 0.63802 -0.98654 0.0433 -0.0253 -0.1067
H 2.62164 -0.85904 -0.04332 0.0518 -0.1027 -0.0149
H -1.00620 2.21377 1.08236 0.2184 0.0272 0.0541
H -2.76926 1.82606 0.75144 -0.1038 -0.0360 -0.0068
```
Positions in Å, forces in eV/Å.

The SMILES is C=C(C=O)C(C)(C)C(C)C. The calculation puts the energy above the lowest of the compared OMol25 structures with the same formula, charge and spin at 15.9 kcal/mol. The value obtained for the gap between HOMO and LUMO is 10.01 eV.

***

Entry 3:
Here is C14H33N5OP2Yb as an isolated structure in a non-equilibrium geometry from the OMol25 dataset. Energies are from wB97M-V/def2-TZVPD.

Structure (XYZ):
```
56
Properties=species:S:1:pos:R:3:forces:R:3
Yb 0.49232 -0.13015 -0.21686 -0.2413 0.6774 -1.8126
P 0.61392 1.85309 -1.86255 1.0967 1.2107 1.4866
P 1.69053 0.48697 1.99346 0.2765 3.5897 -1.3238
N 0.05240 -1.32265 -2.09216 0.8873 0.7888 2.8215
N 0.69746 -2.19689 0.55912 0.4237 1.5007 -0.3934
H -0.67893 -3.17638 -2.39781 -0.6124 -0.6764 0.4569
H -0.29464 -3.91584 0.09871 0.1286 -0.4736 -0.5172
H -1.61566 -2.28514 -1.11374 0.3907 -0.0866 -0.4241
C -0.61105 -2.49468 -1.54704 0.1456 -0.3822 -0.7660
H 1.18569 -3.56985 -0.92542 -0.4764 0.0366 0.4125
C 0.27283 -3.15485 -0.44430 -0.1121 -0.6921 0.1956
H -0.89061 -1.01692 -3.85617 -0.3642 0.7196 -0.1596
H 1.16389 -3.28409 2.19431 0.3269 0.5292 0.4506
C -0.38150 -0.50284 -3.03365 0.4686 2.2752 -0.9168
C 1.15136 -2.27015 1.75893 0.0454 -1.0750 0.5969
C -0.08082 0.92276 -3.10056 -1.4418 -3.6127 -1.1324
C 1.63255 -1.11764 2.54077 -0.4040 -3.2008 0.4508
H -0.33755 1.42316 -3.99686 -0.3675 0.1438 -0.9107
H 1.93917 -1.31786 3.53438 0.2310 -0.6187 0.8671
H 2.95874 1.10834 1.80417 -0.3269 -0.4049 0.9366
H 0.78812 1.39348 2.63048 0.8249 -0.6605 0.5053
H 1.95935 2.25148 -2.07990 -0.5968 0.5370 -0.2691
H -0.17690 2.92617 -1.33303 0.6156 -0.1336 -1.0498
H 3.09079 -2.26872 -0.10320 0.1761 0.0399 -0.2507
C 3.58833 -1.60344 -0.82915 -0.8988 0.5594 -0.0763
C 4.60049 -0.75576 -0.10491 0.5990 -0.3376 -0.2374
C 4.07689 -2.36638 -2.01876 0.5991 -0.0578 -0.0029
O 2.59093 -0.65983 -1.35023 -1.1051 -0.1959 0.6542
H 5.42153 -1.40176 0.22165 -0.0382 0.1959 0.0538
H 5.00468 -0.00133 -0.78268 0.0094 -0.0260 0.0652
H 4.19243 -0.25535 0.77415 -0.0265 -0.1051 -0.0671
H 3.26634 -2.91423 -2.50018 -0.0029 -0.0413 -0.0017
H 4.50470 -1.66496 -2.74019 0.0070 -0.1609 0.0244
H 4.84138 -3.06963 -1.70326 0.1314 -0.1957 -0.1565
H 1.88032 -1.14360 -1.86609 0.8928 0.1292 -0.1042
C -3.99627 -0.40875 1.65480 0.2734 -1.1626 -0.4788
N -3.52820 0.94020 1.46135 1.0283 0.6780 -0.3747
C -4.30865 2.01844 2.03168 0.0707 1.1817 -0.0769
C -2.31141 1.18253 0.93150 -0.8219 0.9887 0.1661
N -1.48437 0.21258 0.65430 0.5085 -1.1853 -0.0091
N -1.88878 2.49614 0.62652 -0.3269 -0.7076 0.2520
C -2.68708 3.37461 -0.19536 -0.9182 0.3642 -0.2506
C -0.72781 3.11629 1.23648 0.4582 -0.2223 0.8493
H -4.96984 -0.40648 2.11934 -0.1682 0.1162 0.0601
H -3.33013 -1.01166 2.29802 -0.1435 0.3323 -0.1106
H -4.09714 -0.93527 0.68862 0.0446 0.1978 0.2981
H -3.71324 2.59989 2.75542 -0.2355 -0.2030 -0.2984
H -4.66773 2.68983 1.24189 -0.0192 -0.1079 0.3527
H -5.16428 1.61054 2.53989 -0.2165 -0.1251 0.1609
H -1.79684 -0.74127 0.87024 -0.4281 0.6329 0.3628
H -3.07807 4.21619 0.39217 -0.0682 -0.1159 -0.1725
H -2.10646 3.80221 -1.02679 -0.0233 -0.2483 0.2472
H -3.52685 2.82476 -0.63976 0.2286 0.1736 0.1007
H 0.23087 2.67462 0.91427 -0.2260 0.1016 -0.0168
H -0.65887 4.19084 0.99201 -0.3406 -0.5616 -0.0482
H -0.77833 3.04925 2.34199 0.0622 0.0767 -0.4190
```
Positions in Å, forces in eV/Å.

The calculation puts the energy above the lowest of the compared OMol25 structures with the same formula, charge and spin at 50.5 kcal/mol. Its multiplicity is 3. The charge is +2. The value obtained for the gap between HOMO and LUMO (alpha / beta) is 7.76 / 4.58 eV.